ORCA calculation (the ωB97M-V functional and the def2-TZVPD basis) on a molecular structure, C11H21N3O4.

* electronic energy: -24401.3041 eV
* LUMO level: 0.3 eV
* gap between HOMO and LUMO: 9.60 eV
* HOMO energy: -9.3 eV
* energy above the lowest of the compared OMol25 structures with the same formula, charge and spin: 860.6 kJ/mol

Positions of all 39 atoms, in Å:
C (0.383, 1.020, 1.820)
C (0.401, 0.517, 0.357)
C (0.446, 2.631, 1.908)
C (-1.026, 3.385, 2.024)
C (-0.812, 4.311, 0.651)
C (0.959, -1.550, -0.970)
C (1.954, -1.085, -2.050)
C (-0.405, -1.793, -1.572)
C (-0.111, -2.765, -2.779)
C (-1.382, -2.443, -0.414)
C (-1.027, -3.802, 0.167)
H (2.390, 0.763, 2.479)
H (1.376, 0.726, 3.577)
H (-0.500, 0.705, 2.523)
H (0.849, 3.136, 0.940)
H (0.796, 2.792, 2.856)
H (-1.072, 3.958, 3.086)
H (-2.056, 2.587, 1.853)
H (-1.357, 4.535, -1.392)
H (-0.854, 2.677, -0.833)
H (1.065, -1.132, 1.119)
H (1.273, -2.520, -0.683)
H (-0.976, -0.810, -1.807)
H (-0.292, -1.930, -3.789)
H (1.119, -3.385, -2.673)
H (-1.116, -3.386, -2.634)
H (-2.425, -2.340, -0.961)
H (-1.548, -1.604, 0.250)
H (-0.682, -4.606, -0.607)
H (-1.731, -4.298, 0.799)
H (-0.090, -3.699, 0.982)
H (1.267, 0.853, -1.716)
N (1.486, 0.334, 2.624)
N (-0.953, 3.697, -0.687)
N (1.075, -0.586, 0.221)
O (-0.150, 1.143, -0.558)
O (-0.724, 5.596, 0.958)
O (2.750, -1.717, -2.678)
O (1.702, 0.085, -2.391)

Results of the Mulliken charge analysis, in e, for atoms 1 through 8:
1 C 0.3691
2 C 0.2656
3 C -0.8926
4 C -0.2651
5 C 0.1687
6 C -0.7278
7 C 0.1629
8 C 0.4636

---

ORCA calculation (the ωB97M-V functional and the def2-TZVPD basis) on 2 unconnected molecules or ions with the total composition C11H21N3O5PS2.

* total charge: +1
* electronic energy: -57405.0760 eV
* LUMO level: -2.5 eV
* gap between HOMO and LUMO: 9.13 eV
* HOMO energy: -11.6 eV

Positions of all 43 atoms, in Å:
C (-0.041, -3.408, 3.306)
P (-0.971, -3.007, 1.746)
C (-2.681, -3.751, 1.817)
C (-3.482, -3.236, 3.038)
N (-3.173, -2.143, 3.608)
C (-1.014, -1.179, 1.360)
C (0.088, -0.925, 0.250)
C (0.635, 0.568, 0.292)
C (0.081, 1.413, -0.909)
S (-0.882, 2.915, -0.471)
C (-1.321, 2.875, 1.260)
N (-2.471, 2.669, 1.905)
N (-2.171, 2.810, 3.217)
C (-0.886, 3.096, 3.391)
O (-0.310, 3.139, 2.151)
H (-0.689, -4.087, 3.913)
H (0.877, -3.981, 3.018)
H (0.234, -2.512, 3.901)
H (-0.299, -3.689, 0.694)
H (-2.544, -4.858, 1.955)
H (-3.223, -3.624, 0.846)
H (-4.316, -3.865, 3.428)
H (-3.824, -2.004, 4.390)
H (-2.016, -0.852, 1.011)
H (-0.677, -0.618, 2.266)
H (0.956, -1.596, 0.505)
H (-0.221, -1.230, -0.778)
H (1.740, 0.459, 0.131)
H (0.518, 1.028, 1.295)
H (0.964, 1.762, -1.504)
H (-0.514, 0.792, -1.627)
H (-0.333, 3.298, 4.321)
C (2.980, 3.239, -4.529)
C (3.330, 2.575, -5.846)
O (3.474, 1.186, -5.528)
S (2.464, 0.807, -4.334)
O (1.291, 0.236, -4.899)
O (3.205, 0.172, -3.299)
O (2.113, 2.312, -3.866)
H (3.867, 3.381, -3.908)
H (2.479, 4.195, -4.669)
H (4.248, 2.967, -6.279)
H (2.517, 2.674, -6.569)

Results of the Mulliken charge analysis, in e, for atoms 1 through 8:
1 C -1.0163
2 P 0.4125
3 C -0.7272
4 C -0.1548
5 N -0.4249
6 C -0.3778
7 C -0.9143
8 C -0.6953

---

ORCA calculation (the ωB97M-V functional and the def2-TZVPD basis) on C11H21N5O3 in the gas phase.

* electronic energy: -25340.2883 eV
* LUMO level: 0.5 eV
* gap between HOMO and LUMO: 9.53 eV
* HOMO energy: -9.0 eV
* energy above the lowest of the compared OMol25 structures with the same formula, charge and spin: 210.5 kJ/mol

Positions of all 40 atoms, in Å:
H (-4.751, -2.296, 0.298)
N (-4.227, -1.516, 0.739)
C (-3.445, -1.007, -0.077)
N (-3.193, -1.189, -1.415)
N (-2.718, 0.113, 0.415)
C (-2.867, 1.486, -0.264)
C (-1.900, 2.390, 0.460)
C (-0.465, 2.442, 0.057)
C (0.185, 0.983, -0.198)
N (0.311, 0.166, 0.969)
C (1.585, 1.203, -0.744)
O (2.045, 2.242, -1.240)
N (2.440, 0.066, -0.827)
C (3.792, 0.291, -0.252)
C (3.738, -0.406, 1.090)
C (2.885, -1.691, 0.702)
C (2.093, -1.350, -0.535)
C (0.664, -1.806, -0.642)
O (-0.032, -1.496, -1.569)
O (0.341, -2.802, 0.208)
H (-3.647, -1.977, -1.771)
H (-2.195, -1.242, -1.557)
H (-3.014, 0.259, 1.414)
H (-3.888, 1.833, -0.172)
H (-2.710, 1.379, -1.305)
H (-2.001, 2.128, 1.559)
H (-2.354, 3.409, 0.375)
H (-0.489, 2.789, -0.949)
H (0.052, 3.219, 0.668)
H (-0.495, 0.538, -0.891)
H (0.585, 0.807, 1.678)
H (-0.628, -0.205, 1.251)
H (4.503, -0.179, -0.986)
H (4.020, 1.426, -0.253)
H (4.740, -0.763, 1.320)
H (3.282, 0.180, 1.883)
H (2.293, -2.000, 1.602)
H (3.536, -2.505, 0.384)
H (2.530, -1.872, -1.431)
H (-0.600, -3.048, 0.010)

Results of the Mulliken charge analysis, in e, for atoms 1 through 8:
1 H 0.2475
2 N -0.7118
3 C 0.1705
4 N -0.4256
5 N -0.1454
6 C -1.0052
7 C -0.4717
8 C -1.1487